(1)
# C5H3CeCl2NO3Ru

C5H3CeCl2NO3Ru as an isolated structure at a distorted geometry (ωB97M-V with the def2-TZVPD basis set, the Open Molecules 2025 dataset).

XYZ file:
```
16
Properties=species:S:1:pos:R:3:forces:R:3
Ce 0.133928 -1.248782 -3.211864 -0.1 1.0 -0.4
Ru 0.356125 -0.801589 1.380150 2.2 2.0 -4.1
Cl -0.669173 1.002065 -2.612157 0.3 -0.6 0.0
Cl 0.030022 -1.897392 -0.612816 -0.1 -0.6 2.0
O -0.461139 0.012763 -6.693563 0.7 -1.4 2.5
O 0.386438 -2.975136 -6.563220 -0.2 1.8 2.8
O -0.895065 -2.452208 3.489599 2.9 3.4 -4.8
N 0.673915 0.521496 2.697559 0.3 0.3 0.8
C -0.158211 -0.646358 -5.751819 -0.4 -0.1 -3.3
C 0.256649 -2.205446 -5.657023 -0.2 -0.4 -4.1
C -0.385890 -1.824615 2.634221 -5.0 -6.3 8.2
C 0.118553 2.571012 4.223015 1.5 -0.9 -0.4
C 0.558550 1.404453 3.443918 -1.5 1.7 0.7
H 0.446941 2.437061 5.257073 0.0 0.0 0.3
H -0.964979 2.630290 4.174784 -0.5 -0.2 0.0
H 0.573332 3.472383 3.802143 0.1 0.1 0.0
```
Positions in Å, forces in eV/Å.

As for the HOMO energy (spin up / spin down): -22.1 / -24.7 eV. Its charge is +4. The lowest unoccupied orbital energy (spin up / spin down) comes out at -18.14 / -20.80 eV. For the frontier orbital gap (spin up / spin down), the calculation gives 0.14702 / 0.14252 Eh. As for the multiplicity: 7.

=====

(2)
# C5H3Cl2NO3TbY

C5H3Cl2NO3TbY as an isolated structure at a distorted geometry (ωB97M-V with the def2-TZVPD basis set, the Open Molecules 2025 dataset).

XYZ file:
```
16
Properties=species:S:1:pos:R:3:forces:R:3
Tb 0.801043 0.408975 0.253864 -0.2 -1.1 0.4
Y -0.933965 0.245418 -3.249249 -3.3 0.3 2.7
Cl -0.293029 -1.470924 -1.297981 0.0 0.8 -0.8
Cl -0.150850 2.151212 -1.453776 -0.2 -0.8 -0.7
O 1.471033 1.844740 -5.112301 -4.3 -2.3 2.8
O 1.380390 -1.962202 -4.513160 -4.2 3.6 1.2
O 2.509324 3.386087 1.354810 -2.6 -5.2 -1.5
N -0.309321 -0.212218 2.032754 -0.9 -0.7 1.4
C -0.863979 -0.741164 2.923308 0.5 0.4 -0.9
C -1.552315 -1.411457 3.981307 -0.1 0.0 0.2
C 0.599377 1.359267 -4.527324 6.1 4.0 -4.4
C 0.537109 -1.222704 -4.229031 5.7 -5.6 -2.3
C 2.005068 2.384145 1.059670 3.5 6.5 1.9
H -1.907081 -0.672839 4.718002 0.1 -0.1 -0.1
H -0.875058 -2.123900 4.480033 0.0 0.1 -0.1
H -2.417742 -1.962431 3.579078 0.2 0.1 0.0
```
Positions in Å, forces in eV/Å.

The value obtained for the energy relative to the best compared isomer or geometry (same formula, charge and spin) is 0.000 eV. As for the HOMO energy (spin up / spin down): -25.9 / -25.9 eV. Its charge is +4. The lowest unoccupied orbital energy (spin up / spin down) comes out at -17.01 / -17.01 eV. For the frontier orbital gap (spin up / spin down), the calculation gives 0.32681 / 0.32780 Eh. As for the multiplicity: 7.

=====

(3)
# C5H3Cl4N4

An isolated ion of composition C5H3Cl4N4 and charge +1 at a distorted geometry (ωB97M-V with the def2-TZVPD basis set, the Open Molecules 2025 dataset).

XYZ file:
```
16
Properties=species:S:1:pos:R:3:forces:R:3
Cl -2.481782 2.532108 -0.333227 0.9 0.2 0.5
Cl -3.205112 -0.328118 0.424635 -0.6 -0.1 0.3
Cl 1.734609 -1.168978 2.502236 -0.3 -0.2 -0.6
Cl -1.687069 -2.461523 -1.166205 0.1 0.2 0.1
N 1.907375 -0.679751 -0.058030 -1.6 0.6 1.3
N -1.282856 1.374647 0.127861 0.2 -0.4 -0.5
N 0.618102 0.765288 1.304787 -0.5 -0.1 0.0
N 0.122380 -0.692494 -1.587888 -0.3 0.2 -1.3
C 1.328929 -0.587509 -1.334843 2.2 -0.6 -2.1
C -1.014054 -0.909157 -0.899692 -0.1 1.1 0.7
C 1.229827 -0.318883 1.069876 1.5 0.1 0.9
C -0.227489 1.642543 0.915310 -0.9 -1.4 -1.3
C -1.675037 0.063931 -0.220777 -0.5 -1.3 0.4
H 2.661154 -1.271908 0.213481 0.9 -0.7 -0.8
H 2.047779 -0.552166 -2.259352 -1.0 0.1 2.1
H -0.076760 2.591975 1.301831 -0.1 2.1 0.3
```
Positions in Å, forces in eV/Å.

As for the structure (SMILES): Clc1ncn(Cl)c(Cl)c(Cl)nc[nH+]1. As for the HOMO energy: -12.9 eV. Its charge is +1. The lowest unoccupied orbital energy comes out at -5.10 eV. For the frontier orbital gap, the calculation gives 0.28538 Eh.

=====

(4)
# C5H3IN

A 2-piece molecular cluster, C5H3IN overall at a distorted geometry (ωB97M-V with the def2-TZVPD basis set, the Open Molecules 2025 dataset).

XYZ file:
```
10
Properties=species:S:1:pos:R:3:forces:R:3
I 1.100753 3.701361 1.054111 0.0 0.0 0.0
N -2.712705 -1.295894 -0.834854 1.2 -2.0 -1.7
C 0.837540 -0.281492 0.099416 -0.6 0.2 -0.5
C -0.289358 -0.728276 -0.267208 -0.8 0.0 0.1
C -1.466179 -1.093328 -0.605660 0.1 -0.1 0.1
C 1.883004 0.429024 0.483087 2.4 -0.5 1.1
C 3.011320 0.714699 0.936003 0.3 1.5 -0.6
H 4.014545 1.236222 1.199691 -2.3 -1.4 -0.4
H -3.353725 -0.576165 -0.579859 -0.9 0.4 0.2
H -3.025196 -2.106151 -1.484728 0.5 1.8 1.6
```
Positions in Å, forces in eV/Å.

The value obtained for the energy relative to the best compared isomer or geometry (same formula, charge and spin) is 2.105 eV. As for the HOMO energy (spin up / spin down): -13.0 / -12.7 eV. Its charge is +1. The lowest unoccupied orbital energy (spin up / spin down) comes out at -6.52 / -6.52 eV. For the frontier orbital gap (spin up / spin down), the calculation gives 0.23905 / 0.22627 Eh.

=====

(5)
# C5H3N

A single C5H3N molecule at a distorted geometry (ωB97M-V with the def2-TZVPD basis set, the Open Molecules 2025 dataset).

XYZ file:
```
9
Properties=species:S:1:pos:R:3:forces:R:3
N 0.388986 1.408250 -0.002100 -1.7 -0.7 -0.2
C 2.151483 -1.343401 -0.121405 2.1 -0.3 -0.3
C 1.312448 2.044052 0.258379 1.5 1.1 0.3
C -0.696141 0.555458 -0.145989 -1.7 -3.1 -0.8
C -0.355806 -0.944771 0.246136 1.4 2.6 -0.4
C 0.929272 -1.236795 0.110183 -2.5 -0.7 0.7
H -1.650351 0.830384 0.397405 1.3 0.2 -0.8
H -0.900605 0.259523 -1.253483 -0.1 1.4 1.5
H -1.179289 -1.572701 0.510870 -0.3 -0.5 0.1
```
Positions in Å, forces in eV/Å.

The value obtained for the energy relative to the best compared isomer or geometry (same formula, charge and spin) is 3.927 eV. As for the HOMO energy: -10.4 eV. The lowest unoccupied orbital energy comes out at -1.88 eV. For the frontier orbital gap, the calculation gives 0.31194 Eh.

=====

(6)
# C5H3N

A 2-piece molecular cluster, C5H3N overall at a distorted geometry (ωB97M-V with the def2-TZVPD basis set, the Open Molecules 2025 dataset).

XYZ file:
```
9
Properties=species:S:1:pos:R:3:forces:R:3
N -5.234871 -0.104722 0.015403 2.8 0.7 0.1
C -2.964997 0.329541 0.201430 -8.9 -1.3 0.7
C 0.462598 -0.213400 -0.295789 -2.2 -0.7 -2.2
C -0.498647 0.582543 0.175378 1.7 1.7 -0.2
C -1.837832 0.449620 -0.088413 2.2 -0.7 -0.9
C -6.413481 -0.181718 -0.070813 1.1 0.1 0.1
H 0.227194 -1.009288 -1.064995 -0.1 0.6 1.5
H 1.446264 0.071234 -0.393847 2.2 0.6 0.8
H -0.428617 1.592890 0.637096 1.2 -1.0 0.1
```
Positions in Å, forces in eV/Å.

The value obtained for the energy relative to the best compared isomer or geometry (same formula, charge and spin) is 7.548 eV. As for the HOMO energy (spin up / spin down): -10.3 / -10.5 eV. The lowest unoccupied orbital energy (spin up / spin down) comes out at -3.84 / -3.99 eV. For the frontier orbital gap (spin up / spin down), the calculation gives 0.23719 / 0.23747 Eh.

=====

(7)
# C5H3NO

A single C5H3NO molecule (ωB97M-V with the def2-TZVPD basis set, the Open Molecules 2025 dataset).

XYZ file:
```
10
Properties=species:S:1:pos:R:3:forces:R:3
O 1.252000 0.400141 -1.342292 0.1 -0.3 -0.2
N 1.584052 1.196603 -0.248339 -0.1 0.0 0.3
C -1.630341 -0.464681 0.487202 0.0 -0.4 0.2
C -0.982431 -1.166229 1.333262 -0.5 0.2 -0.2
C 0.818305 0.803001 0.720607 0.2 0.1 -0.1
C 0.337286 -0.483065 -0.973888 0.1 0.0 0.1
C -0.037855 -0.284863 0.329109 0.6 0.2 -0.4
H -2.258111 -0.068474 -0.284162 -0.4 0.0 0.4
H 0.923713 1.256774 1.695571 -0.1 0.0 -0.1
H -0.006617 -1.189207 -1.717070 0.0 0.1 0.0
```
Positions in Å, forces in eV/Å.

The value obtained for the energy relative to the best compared isomer or geometry (same formula, charge and spin) is 4.863 eV. As for the HOMO energy: -9.6 eV. The lowest unoccupied orbital energy comes out at 0.31 eV. For the frontier orbital gap, the calculation gives 0.36234 Eh.

=====

(8)
# C5H3NO

C5H3NO as an isolated structure at a distorted geometry (ωB97M-V with the def2-TZVPD basis set, the Open Molecules 2025 dataset).

XYZ file:
```
10
Properties=species:S:1:pos:R:3:forces:R:3
O -0.553902 -1.232663 1.095047 1.3 0.3 -0.4
N -1.024924 1.817474 -2.319456 0.4 -0.6 0.7
C 1.782321 -0.179219 0.645105 -0.4 -0.2 -0.2
C -0.592671 0.233966 -0.353232 -0.4 0.1 0.1
C -0.775644 1.110768 -1.436482 -0.2 0.9 -0.8
C 0.487873 -0.350570 0.434501 -0.2 -0.3 0.7
C -1.443118 -0.568077 0.305027 -0.1 0.3 -0.5
H 2.467000 -0.862731 1.135012 -0.4 0.2 0.4
H -2.515379 -0.701070 0.273563 0.1 -0.4 0.3
H 2.192002 0.735913 0.221096 0.1 -0.4 -0.3
```
Positions in Å, forces in eV/Å.

The value obtained for the energy relative to the best compared isomer or geometry (same formula, charge and spin) is 2.219 eV. As for the HOMO energy: -9.5 eV. The lowest unoccupied orbital energy comes out at -0.05 eV. For the frontier orbital gap, the calculation gives 0.34842 Eh.

=====

(9)
# C5H3NO

A single C5H3NO molecule at a distorted geometry (ωB97M-V with the def2-TZVPD basis set, the Open Molecules 2025 dataset).

XYZ file:
```
10
Properties=species:S:1:pos:R:3:forces:R:3
O -2.161312 0.140599 -0.060168 -0.1 0.2 -0.1
N -1.823216 -1.204345 0.014680 0.3 -0.2 0.0
C -0.531417 -1.233944 0.155198 -0.3 -0.1 0.1
C 2.588345 0.702820 0.154945 -0.7 -0.3 -0.2
C -1.066810 0.880142 0.014671 0.0 0.0 0.1
C 1.375468 0.448852 0.236582 0.2 0.1 0.2
C 0.023496 0.080766 0.175619 -0.3 0.1 0.2
H 2.548810 0.307497 -0.891195 1.1 0.3 -0.3
H -0.002606 -2.177343 0.215231 -0.2 0.1 0.1
H -1.175347 1.953494 -0.055022 -0.1 -0.1 0.0
```
Positions in Å, forces in eV/Å.

The value obtained for the energy relative to the best compared isomer or geometry (same formula, charge and spin) is 4.009 eV. As for the structure (SMILES): C#Cc1cnoc1. As for the HOMO energy: -10.0 eV. The lowest unoccupied orbital energy comes out at 0.02 eV. For the frontier orbital gap, the calculation gives 0.36739 Eh.

=====

(10)
# C5H3NO

A single C5H3NO molecule (ωB97M-V with the def2-TZVPD basis set, the Open Molecules 2025 dataset).

XYZ file:
```
10
Properties=species:S:1:pos:R:3:forces:R:3
O -2.235143 0.399237 0.193282 0.2 -0.5 -0.4
N -2.085470 -0.951067 -0.238883 0.2 0.6 -0.3
C 2.464946 0.136768 0.427995 -0.2 0.1 -0.3
C -0.810838 -1.096556 -0.471336 -0.2 0.1 0.1
C 1.309588 0.151915 0.097698 0.7 0.1 0.0
C -0.082308 0.073014 -0.128164 0.1 0.1 0.1
C -1.033769 0.976850 0.210727 0.2 -0.2 -0.1
H 3.496200 0.137749 0.685363 0.0 0.0 0.0
H -0.358097 -1.968077 -0.945378 -0.5 0.0 0.5
H -0.902660 2.041299 0.376363 -0.5 -0.3 0.4
```
Positions in Å, forces in eV/Å.

The value obtained for the energy relative to the best compared isomer or geometry (same formula, charge and spin) is 2.609 eV. As for the structure (SMILES): C#Cc1cnoc1. As for the HOMO energy: -9.4 eV. The lowest unoccupied orbital energy comes out at 0.86 eV. For the frontier orbital gap, the calculation gives 0.37621 Eh.